Entry 1:
{
  "formula": "C2H4BaO",
  "method": "ωB97M-V with the def2-TZVPD basis set",
  "energy_ha": -178.98122,
  "orbital_gap_ev": [5.68, 9.51],
  "lumo_energy_ha": [-0.1231, -0.1404],
  "mol_weight_g_mol": 181.381,
  "max_force_ev_per_a": 1.32,
  "total_charge": 1,
  "e_above_lowest_kcal_mol": 0.0,
  "spin_multiplicity": 2,
  "species": ["H", "H", "H", "O", "H", "Ba", "C", "C"],
  "positions_angstrom": [[-1.23168, -0.47078, -1.31703], [-2.10091, -0.30827, 1.80442], [-1.05532, 1.31834, -0.68007], [1.64681, -0.16479, -0.08088], [-1.49754, -0.51262, 2.24756], [4.42975, -0.16782, -0.91898], [0.50155, 0.01419, -0.30140], [-0.69265, 0.29175, -0.75363]],
  "forces_ev_per_a": [[0.05, 0.20, 0.37], [0.89, -0.32, 0.71], [0.01, -0.41, 0.16], [-0.08, -0.17, 0.38], [-0.93, 0.29, -0.60], [-0.37, -0.01, 0.14], [-0.14, 0.51, -1.21], [0.58, -0.10, 0.05]],
  "lowdin_spin": [0.0002, 0.0001, 0.0002, 0.0785, 0.0003, 0.9078, 0.0111, 0.0018]
}

Entry 2:
{
  "formula": "C2H4Br2",
  "method": "ωB97M-V with the def2-TZVPD basis set",
  "energy_ha": -5226.51619,
  "orbital_gap_ev": [9.23, 5.13],
  "lumo_energy_ha": [-0.0408, -0.1260],
  "mol_weight_g_mol": 187.862,
  "max_force_ev_per_a": 2.28,
  "e_above_lowest_kcal_mol": 74.4,
  "species": ["C", "H", "Br", "H", "H", "H", "Br", "C"],
  "positions_angstrom": [[0.09078, -0.38715, 0.55921], [1.83022, 0.14908, -0.62299], [0.07859, -2.18527, -0.06312], [0.28831, 0.56631, -1.18102], [-0.91094, -0.15184, 0.95909], [0.94382, 1.43367, 0.39105], [-3.18221, 0.01007, 0.19195], [0.86142, 0.56513, -0.23417]],
  "forces_ev_per_a": [[-1.22, -1.72, -0.85], [-0.60, 0.42, 0.96], [0.22, 0.56, 0.44], [-0.03, 1.16, 0.28], [0.41, 0.19, 0.52], [0.14, 0.99, -0.60], [0.45, 0.00, 0.00], [0.62, -1.60, -0.76]],
  "lowdin_charge": [-0.5917, 0.0936, 0.6622, 0.0954, -0.1095, 0.0763, -0.0269, -0.1994]
}

Entry 3:
{
  "formula": "C2H4Br2",
  "method": "ωB97M-V with the def2-TZVPD basis set",
  "energy_ha": -5226.61951,
  "orbital_gap_ev": 10.51,
  "lumo_energy_ha": 0.0023,
  "mol_weight_g_mol": 187.862,
  "max_force_ev_per_a": 1.75,
  "e_above_lowest_kcal_mol": 9.5,
  "species": ["C", "H", "H", "Br", "H", "H", "C", "Br"],
  "positions_angstrom": [[-0.10192, 0.46616, -0.58910], [-0.56883, -0.65724, 1.29540], [1.13946, 0.01833, 1.03052], [0.62136, -2.32995, -0.09617], [-0.76117, -0.02977, -1.30152], [0.77752, 0.96329, -0.99842], [0.24454, -0.43530, 0.60455], [-1.35096, 2.00447, 0.05474]],
  "forces_ev_per_a": [[-1.47, 0.22, 0.92], [0.26, 0.49, -0.12], [-0.11, -0.77, 0.52], [0.08, 1.40, 0.39], [0.45, 0.18, -0.09], [-0.35, -0.20, -0.14], [0.02, -0.24, -1.17], [1.11, -1.08, -0.32]],
  "lowdin_charge": [-0.5803, 0.0375, 0.0602, 0.5143, 0.0323, 0.0559, -0.5995, 0.4795]
}

Entry 4:
{
  "formula": "C2H4Br2",
  "method": "ωB97M-V with the def2-TZVPD basis set",
  "energy_ha": -5226.61731,
  "orbital_gap_ev": 10.39,
  "lumo_energy_ha": 0.0151,
  "mol_weight_g_mol": 187.862,
  "max_force_ev_per_a": 2.04,
  "e_above_lowest_kcal_mol": 10.9,
  "species": ["C", "Br", "C", "H", "Br", "H", "H", "H"],
  "positions_angstrom": [[0.49754, 0.26079, -0.55220], [2.18594, -0.64386, 0.07130], [-0.75835, -0.16584, 0.29824], [0.59890, 1.34573, -0.57948], [-0.33567, 0.10310, 2.27617], [0.38589, 0.01268, -1.60770], [-1.66988, 0.32189, -0.04721], [-0.90438, -1.23449, 0.14088]],
  "forces_ev_per_a": [[-0.63, -0.11, 0.60], [-1.14, 0.74, -0.60], [1.99, -0.42, -0.19], [0.49, -0.10, 0.63], [-0.84, -0.04, -1.59], [-0.11, -0.56, 0.18], [0.21, 0.46, 0.51], [0.04, 0.03, 0.47]],
  "lowdin_charge": [-0.6362, 0.5219, -0.5903, 0.0520, 0.5020, 0.0470, 0.0591, 0.0445]
}

Entry 5:
{
  "formula": "C2H4BrCl",
  "method": "ωB97M-V with the def2-TZVPD basis set",
  "energy_ha": -3112.73376,
  "orbital_gap_ev": 10.13,
  "lumo_energy_ha": 0.0279,
  "mol_weight_g_mol": 143.411,
  "max_force_ev_per_a": 4.64,
  "e_above_lowest_kcal_mol": 50.0,
  "species": ["H", "C", "H", "Cl", "C", "Br", "H", "H"],
  "positions_angstrom": [[1.71524, -0.24599, 0.08201], [-0.76156, -0.34990, 0.53149], [0.84486, 0.13833, -1.46822], [-1.06209, -1.93592, -0.09243], [0.98135, 0.35766, -0.43238], [-2.05472, 0.94413, -0.08849], [-0.64957, -0.29812, 1.60123], [0.98649, 1.38980, -0.13321]],
  "forces_ev_per_a": [[0.27, -0.01, -0.18], [3.04, 1.96, -2.91], [-0.28, -0.10, -0.44], [-0.05, -0.26, 0.23], [-2.91, -1.63, 2.99], [-0.12, -0.16, 0.32], [0.04, -0.10, 0.11], [0.01, 0.29, -0.12]],
  "lowdin_charge": [0.0211, -1.1110, 0.0210, 0.5083, -0.0146, 0.5583, 0.0033, 0.0136]
}

Entry 6:
{
  "formula": "C2H4BrCl",
  "method": "ωB97M-V with the def2-TZVPD basis set",
  "energy_ha": -3112.76516,
  "orbital_gap_ev": 10.61,
  "lumo_energy_ha": 0.0287,
  "mol_weight_g_mol": 143.411,
  "max_force_ev_per_a": 2.02,
  "e_above_lowest_kcal_mol": 30.3,
  "species": ["H", "H", "C", "Br", "Cl", "H", "H", "C"],
  "positions_angstrom": [[-1.21885, 1.78878, 1.94047], [0.32408, -3.30187, -2.77246], [-0.78217, 1.11544, 1.17363], [1.34979, -2.54270, -3.31974], [-2.15685, 0.88771, 0.16114], [1.15950, 1.18112, 1.75536], [0.85712, 0.12169, 0.11826], [0.46738, 0.74984, 0.94335]],
  "forces_ev_per_a": [[1.46, -0.65, -0.01], [-0.63, -0.46, 0.33], [-0.89, 1.10, 0.10], [0.62, 0.47, -0.32], [-0.28, -0.74, -0.85], [-0.72, -1.06, -1.56], [-0.49, 0.61, 0.68], [0.92, 0.74, 1.62]],
  "lowdin_charge": [0.0535, -0.3189, -0.6911, 0.3176, 0.5671, 0.0864, 0.0664, -0.0810]
}

Entry 7:
{
  "formula": "C2H4BrCl",
  "method": "ωB97M-V with the def2-TZVPD basis set",
  "energy_ha": -3112.70074,
  "orbital_gap_ev": [6.53, 6.27],
  "lumo_energy_ha": [-0.1128, -0.1174],
  "mol_weight_g_mol": 143.411,
  "max_force_ev_per_a": 2.01,
  "e_above_lowest_kcal_mol": 70.8,
  "species": ["C", "Cl", "H", "C", "H", "H", "Br", "H"],
  "positions_angstrom": [[-0.50829, 0.51236, -0.13892], [2.93936, 0.23391, 0.22852], [0.19619, -1.50484, -0.61933], [0.07240, -0.76625, 0.15187], [-0.27965, 1.30556, 0.56774], [0.25191, -1.05704, 1.17273], [-2.50022, 0.14672, 0.14056], [-0.44104, 0.84046, -1.17179]],
  "forces_ev_per_a": [[-0.79, 0.88, -0.16], [-1.90, -0.64, -0.11], [0.02, -0.16, -0.18], [1.70, 0.44, 0.29], [0.04, -0.20, -0.06], [-0.06, -0.07, 0.16], [0.92, -0.15, -0.07], [0.08, -0.10, 0.13]],
  "lowdin_charge": [-0.5784, -0.3108, 0.0785, -0.0183, 0.0671, 0.0672, 0.6244, 0.0703]
}

Entry 8:
{
  "formula": "C2H4BrCl",
  "method": "ωB97M-V with the def2-TZVPD basis set",
  "energy_ha": -3112.81350,
  "orbital_gap_ev": 11.35,
  "lumo_energy_ha": 0.0294,
  "mol_weight_g_mol": 143.411,
  "max_force_ev_per_a": 0.16,
  "e_above_lowest_kcal_mol": 0.0,
  "species": ["C", "Cl", "H", "Br", "H", "H", "C", "H"],
  "positions_angstrom": [[-0.46472, 0.59113, -0.00179], [-2.14735, -0.00941, -0.02106], [-0.32846, 1.21244, -0.88778], [2.31736, 0.04124, -0.00851], [0.35393, -1.20535, 0.88877], [-0.34367, 1.19785, 0.89634], [0.47486, -0.59308, -0.00390], [0.34916, -1.20503, -0.89615]],
  "forces_ev_per_a": [[0.13, 0.10, 0.00], [-0.08, -0.02, 0.00], [0.00, -0.08, 0.14], [-0.08, -0.01, 0.00], [0.01, 0.08, -0.12], [0.00, -0.08, -0.14], [0.01, -0.07, 0.00], [0.01, 0.08, 0.12]],
  "lowdin_charge": [-0.6991, 0.5392, 0.0663, 0.6109, 0.0559, 0.0670, -0.6956, 0.0555]
}

Entry 9:
{
  "formula": "C2H4BrI",
  "method": "ωB97M-V with the def2-TZVPD basis set",
  "energy_ha": -2950.16773,
  "orbital_gap_ev": 7.48,
  "lumo_energy_ha": -0.0451,
  "mol_weight_g_mol": 234.862,
  "max_force_ev_per_a": 2.60,
  "e_above_lowest_kcal_mol": 90.4,
  "species": ["H", "Br", "H", "C", "H", "C", "H", "I"],
  "positions_angstrom": [[-1.29050, -0.00218, 1.22194], [2.40312, 1.82502, -0.69491], [-2.44621, -0.16837, 0.04980], [-1.39458, -0.21496, 0.12987], [-1.02553, -1.10579, -0.32389], [1.89612, 0.43788, 0.24691], [-0.82686, 0.59717, -0.29653], [2.68444, -1.36877, -0.33319]],
  "forces_ev_per_a": [[0.64, -1.15, -0.63], [0.85, 1.94, -1.52], [-1.19, 0.37, -0.96], [0.54, 1.19, 1.66], [0.36, -0.94, 0.49], [-1.05, -1.57, 1.79], [-0.42, 0.51, -0.57], [0.25, -0.35, -0.26]],
  "lowdin_charge": [0.0439, 0.6231, -0.0040, -0.0569, 0.0017, -1.2869, -0.0139, 0.6930]
}

Entry 10:
{
  "formula": "C2H4BrNO3S",
  "method": "ωB97M-V with the def2-TZVPD basis set",
  "energy_ha": -3331.22246,
  "orbital_gap_ev": 10.93,
  "lumo_energy_ha": 0.0021,
  "mol_weight_g_mol": 202.029,
  "max_force_ev_per_a": 3.04,
  "e_above_lowest_kcal_mol": 10.9,
  "species": ["S", "C", "H", "H", "O", "H", "O", "H", "O", "C", "N", "Br"],
  "positions_angstrom": [[0.47018, 0.06343, 0.88573], [-1.82514, 0.18107, -0.40012], [1.01589, -0.31051, -1.53638], [1.71318, 1.15475, -0.77363], [-1.64918, -0.96348, -0.59607], [-0.38133, -1.78740, 0.89433], [1.05608, 1.03011, 1.74973], [2.43706, -0.33761, -0.36410], [-0.99939, 0.93581, 0.23666], [1.43728, 0.08169, -0.65487], [0.12049, -1.23346, 1.58944], [-3.39511, 1.18561, -1.03071]],
  "forces_ev_per_a": [[0.03, -0.38, 0.90], [-0.71, 0.78, -0.23], [-0.70, -0.76, -0.69], [-0.71, -0.57, -0.05], [-0.61, -1.88, -1.03], [0.01, -0.50, 0.22], [0.02, 0.50, -0.43], [-1.13, -0.27, -0.27], [1.34, 1.08, 0.94], [1.86, 1.56, 1.83], [-0.08, 0.87, -1.51], [0.67, -0.43, 0.31]],
  "lowdin_charge": [0.7414, -1.0191, 0.0501, 0.0833, 0.0295, 0.0195, -0.2914, 0.0919, -0.1800, -0.1114, -0.1458, 0.7320]
}

Entry 11:
{
  "formula": "C2H4BrNOS",
  "method": "ωB97M-V with the def2-TZVPD basis set",
  "energy_ha": -3180.79505,
  "orbital_gap_ev": 9.84,
  "lumo_energy_ha": 0.0149,
  "mol_weight_g_mol": 170.031,
  "max_force_ev_per_a": 5.49,
  "e_above_lowest_kcal_mol": 11.1,
  "species": ["C", "C", "H", "H", "Br", "N", "H", "O", "S", "H"],
  "positions_angstrom": [[0.19701, 0.81540, 0.08626], [0.96656, -0.55957, -0.13153], [-0.35820, 0.89332, 1.02361], [-0.62893, -1.08707, -1.38729], [-1.00911, 1.23136, -1.46141], [0.22615, -1.34951, -0.89918], [0.67269, -2.32252, -1.23502], [2.08529, -0.74457, 0.25693], [1.45221, 2.18362, 0.29567], [0.83430, 2.70844, 1.34064]],
  "forces_ev_per_a": [[1.48, 1.17, 0.19], [-1.11, 2.03, -0.75], [-0.29, -0.56, -0.48], [0.62, 0.08, 0.57], [0.17, 0.18, 0.79], [0.90, -5.08, -1.89], [-1.32, 3.19, 1.24], [0.19, -0.30, 0.51], [-0.45, -0.99, -0.46], [-0.18, 0.28, 0.28]],
  "lowdin_charge": [-0.8544, -0.6860, 0.0478, 0.0096, 0.6260, 0.0788, 0.1906, 0.0451, 0.6981, -0.1555]
}

Entry 12:
{
  "formula": "C2H4BrOP",
  "method": "ωB97M-V with the def2-TZVPD basis set",
  "energy_ha": -3069.00634,
  "orbital_gap_ev": [6.93, 7.10],
  "lumo_energy_ha": [0.0292, -0.1102],
  "mol_weight_g_mol": 154.931,
  "max_force_ev_per_a": 3.25,
  "e_above_lowest_kcal_mol": 56.9,
  "spin_multiplicity": 3,
  "species": ["C", "C", "H", "Br", "O", "P", "H", "H", "H"],
  "positions_angstrom": [[0.83326, 0.56731, 0.87139], [-0.89902, 0.14990, -0.16959], [-1.18715, 1.15545, -0.43849], [0.78149, 2.38372, 1.64828], [1.74052, -0.13636, 0.76593], [-0.37506, -1.14372, -1.31460], [-0.16704, -2.28914, -0.29177], [0.93119, -0.70259, -1.60620], [-1.65819, 0.01543, 0.53505]],
  "forces_ev_per_a": [[1.71, -2.13, 1.76], [-1.13, -0.27, -2.72], [0.87, 0.41, -1.07], [-0.11, 2.39, 0.58], [0.12, 0.18, -0.63], [-0.93, -0.60, 1.82], [0.08, 1.67, -1.43], [0.18, -0.21, 0.15], [-0.78, -1.42, 1.53]],
  "lowdin_spin": [0.4519, 0.5430, 0.0204, 0.5037, 0.1557, 0.2402, 0.0265, 0.0384, 0.0202]
}

Question: Number 7 is which compound?
Answer: C2H4BrCl